Record 1
Molecular formula: C8H14N3
Method: DFT, ωB97M-V with the def2-TZVPD basis set

The geometry in XYZ format:
```
25
Properties=species:S:1:pos:R:3:forces:R:3
C 0.963 3.131 0.001 -0.1 -0.4 -1.0
N 2.010 2.194 -0.330 1.4 -0.4 0.3
C 1.289 1.018 -0.695 -0.3 1.6 -0.1
N 0.111 0.986 0.358 1.8 -2.6 -2.0
C -0.555 -0.158 0.449 -1.4 4.5 0.6
C -1.918 -0.418 1.121 2.7 -1.5 0.3
C -1.866 -1.803 0.424 -1.8 0.9 -2.2
C -0.508 -1.484 -0.136 1.2 0.2 0.0
C 0.647 -2.484 0.031 0.2 0.3 2.4
C 0.230 -2.091 -1.289 -2.6 -2.7 -1.7
N 0.078 2.321 0.878 -1.9 -2.0 0.9
H 1.292 4.038 0.560 -0.4 -0.7 -0.8
H 0.416 3.271 -1.004 0.7 0.7 1.5
H 2.930 2.073 0.195 -2.3 0.5 -0.6
H 0.717 1.287 -1.641 0.8 -0.9 0.8
H 1.947 0.140 -0.760 -0.8 0.2 0.2
H -2.827 0.081 0.943 -0.6 1.3 -0.4
H -1.664 -0.425 2.143 -0.2 -0.1 1.7
H -1.965 -2.784 0.880 -0.3 0.3 0.3
H -2.646 -1.563 -0.357 0.6 -1.5 0.4
H 0.348 -3.377 0.593 0.2 0.1 -0.7
H 1.473 -1.958 0.510 0.4 -0.5 -0.5
H 0.913 -1.735 -2.000 0.8 1.4 -0.5
H -0.488 -2.794 -1.852 1.2 0.9 1.1
H -0.926 2.533 0.975 0.8 0.6 -0.2
```
Positions in Å, forces in eV/Å.

- ΔE to the lowest compared entry with this formula, charge and spin: 5.375 eV
- Max |F|: 4.74 eV Å⁻¹
- Energy: -12982.5352 eV
- HOMO-LUMO gap: 9.635 eV
- Net charge: +1
- Multiplicity: 1

=====

Record 2
Molecular formula: C8H14N3
Method: DFT, ωB97M-V with the def2-TZVPD basis set

The geometry in XYZ format:
```
25
Properties=species:S:1:pos:R:3:forces:R:3
C -0.629 2.278 0.430 -1.6 0.2 -2.6
C -0.380 0.954 -0.302 4.0 -2.6 -0.9
C 1.217 0.398 -0.198 -2.5 2.1 -0.3
N 2.301 1.224 -0.255 -1.5 -4.4 0.8
N 3.424 0.526 -0.151 1.2 0.7 0.0
C 3.109 -0.746 0.034 -1.1 2.0 0.1
C 1.686 -0.856 -0.017 0.1 -2.3 0.4
C 0.739 -2.004 0.300 -0.5 2.3 0.8
C -0.599 -1.715 -0.435 0.8 1.8 0.9
N -1.128 -0.307 0.124 -1.6 0.5 -1.3
C -2.604 -0.088 -0.061 -1.5 0.3 0.9
H -0.252 3.018 -0.344 -0.2 -0.5 1.2
H -0.150 2.425 1.383 0.1 -0.2 0.3
H -1.754 2.475 0.428 1.6 -0.1 0.5
H -0.583 0.967 -1.397 -0.1 0.6 0.8
H 2.164 2.102 -0.563 0.8 3.8 -1.1
H 3.918 -1.355 0.365 0.1 -0.9 -0.3
H 0.988 -3.017 0.046 0.7 -0.3 0.0
H 0.614 -1.887 1.448 -0.3 -0.9 -1.7
H -0.559 -1.661 -1.574 -0.1 -0.1 1.7
H -1.262 -2.416 0.013 -1.2 -0.5 -0.5
H -1.099 -0.329 1.105 0.9 -0.5 1.9
H -3.268 -0.667 0.626 1.1 0.2 -0.3
H -2.944 0.955 0.022 0.8 -0.2 0.6
H -2.951 -0.274 -1.028 0.1 -1.0 -1.8
```
Positions in Å, forces in eV/Å.

- ΔE to the lowest compared entry with this formula, charge and spin: 3.179 eV
- Max |F|: 4.83 eV Å⁻¹
- Energy: -12984.7310 eV
- HOMO-LUMO gap: 10.050 eV
- Net charge: +1
- Multiplicity: 1

=====

Record 3
Molecular formula: C8H14N3O
Method: DFT, ωB97M-V with the def2-TZVPD basis set

The geometry in XYZ format:
```
26
Properties=species:S:1:pos:R:3:forces:R:3
C 2.630 -1.557 -0.275 2.9 1.3 0.6
N 1.522 -0.718 -0.028 -0.7 1.4 -0.3
C 1.584 0.648 -0.116 -1.3 -0.5 0.8
N 2.689 1.372 -0.326 -2.1 -1.7 0.8
N 0.381 1.243 0.138 2.7 1.8 -0.5
C -0.606 0.382 0.604 -1.7 -5.4 0.3
C -0.834 0.658 2.093 -3.9 -1.0 -1.1
C -1.920 0.276 -0.211 0.9 0.9 0.1
C -1.985 -0.209 -1.650 -2.3 2.1 0.8
C -2.702 -0.939 -0.545 -1.9 -1.1 -0.6
C 0.274 -1.188 0.410 -2.7 4.0 0.3
O -0.167 -2.271 0.564 1.0 -0.1 -0.1
H 2.803 -1.783 -1.316 -0.1 0.0 -0.4
H 3.526 -0.978 0.168 -1.0 -1.4 -0.8
H 2.495 -2.453 0.271 0.0 -1.0 0.5
H 3.532 0.983 -0.634 1.2 -0.5 -0.5
H 2.445 2.278 -0.570 0.3 2.2 -0.5
H 0.375 2.192 0.581 0.3 -1.0 -0.9
H -0.675 1.674 2.194 0.0 2.3 0.7
H -0.123 0.182 2.634 2.2 -1.5 1.9
H -1.881 0.396 2.549 2.0 0.4 -1.3
H -2.597 1.080 0.016 0.1 0.6 0.1
H -1.114 -0.593 -1.987 2.7 -1.5 -1.1
H -2.496 0.420 -2.420 0.2 -0.8 1.0
H -3.833 -0.699 -0.595 2.0 -0.9 0.5
H -2.398 -1.996 -0.278 -0.5 1.6 -0.3
```
Positions in Å, forces in eV/Å.

- ΔE to the lowest compared entry with this formula, charge and spin: 1.212 eV
- Max |F|: 5.63 eV Å⁻¹
- Energy: -15033.0776 eV
- HOMO-LUMO gap: 10.142 eV
- Net charge: +1
- Multiplicity: 1

=====

Record 4
Molecular formula: C8H14N3OS
Method: DFT, ωB97M-V with the def2-TZVPD basis set

The geometry in XYZ format:
```
27
Properties=species:S:1:pos:R:3:forces:R:3
C -2.158 -1.328 0.024 1.9 0.0 0.1
C -2.266 1.193 0.059 -2.0 -1.3 -0.8
C 0.653 0.043 1.272 0.5 -1.1 0.8
C 1.086 0.103 -1.165 -1.2 1.0 -0.2
C 1.017 -1.438 1.277 -1.3 0.8 -0.2
C 1.464 -1.345 -1.189 -2.9 0.4 -1.7
C 0.078 0.353 -0.032 0.3 -0.3 -1.0
C -0.588 2.741 -0.256 -2.1 3.0 -0.4
N -2.759 -0.201 0.220 -1.8 0.6 -0.8
N -0.943 1.316 -0.141 1.1 1.9 0.1
N 1.963 -1.530 0.161 1.1 -2.3 0.2
O -3.131 2.040 -0.031 1.2 -0.8 0.6
S -2.246 -2.903 -0.093 -0.1 0.5 0.0
H -0.047 0.283 1.993 -1.6 0.1 1.8
H 1.561 0.524 1.704 0.0 0.5 -1.0
H 2.015 0.669 -1.076 0.0 0.6 0.2
H 0.631 0.373 -2.083 -0.3 0.3 -1.1
H 1.347 -1.721 2.257 1.0 -0.5 0.1
H 0.273 -2.095 0.933 -1.7 -0.6 0.3
H 0.475 -1.841 -1.406 1.2 -0.4 0.7
H 2.178 -1.607 -1.988 0.0 0.1 0.8
H -0.570 3.377 0.663 0.3 -1.3 0.1
H 0.291 3.022 -0.810 0.5 -0.8 -0.3
H -1.466 3.308 -0.757 1.4 -1.3 0.3
H -3.792 -0.210 0.019 1.0 0.3 0.7
H 2.491 -0.710 0.313 2.3 0.5 0.1
H 2.442 -2.417 0.132 0.9 -0.1 0.7
```
Positions in Å, forces in eV/Å.

- ΔE to the lowest compared entry with this formula, charge and spin: 2.809 eV
- Max |F|: 3.68 eV Å⁻¹
- Energy: -25865.7445 eV
- HOMO-LUMO gap (spin up / spin down): 8.218 / 6.685 eV
- Net charge: +1
- Multiplicity: 1